Entry 1:
98
Properties=species:S:1:pos:R:3 method="wB97M-V/def2-TZVPD" multiplicity=6 gap_ev="4.744 / 4.957" homo_ev="-4.53 / -7.18" lumo_ev="0.213 / -2.222"
Ru 0.26653 -0.01460 -0.08384
C -1.59611 -2.18163 -5.67678
C -0.19048 -1.61114 -5.46184
C -0.12233 -0.68210 -4.29285
C -0.14876 0.67403 -4.28756
C -0.25635 1.60747 -5.44950
C -1.68248 2.13166 -5.64992
C -0.09623 1.10424 -2.90436
N -0.08081 -0.01442 -2.07733
C -0.05925 -1.11802 -2.91526
C 0.01759 -2.43833 -2.50963
C 0.06151 -2.86417 -1.19557
C 0.06381 -4.24284 -0.76945
C 0.00265 -5.40829 -1.70336
C -1.41191 -5.66579 -2.23426
C 0.07510 -4.24743 0.58992
C 0.07705 -2.86961 1.02353
C 0.05989 -2.45766 2.34727
C 0.05827 -1.14117 2.77050
N 0.08711 -0.02374 1.94283
C 0.12932 1.07586 2.78008
C 0.18121 2.40764 2.36295
C 0.12794 2.82838 1.05498
N 0.06300 2.00119 -0.06016
C 0.01592 2.83500 -1.16225
C -0.04756 2.41263 -2.48903
C 0.04181 4.20929 -0.73499
C 0.12051 4.21004 0.62286
C 0.13969 5.37841 1.55387
C -1.24200 5.68653 2.14064
C -0.04877 5.37878 -1.66228
C -1.48201 5.65295 -2.12979
C 0.11685 0.64523 4.15299
C 0.06504 -0.71602 4.14886
C -0.00353 -1.64918 5.31382
C -1.42654 -2.14912 5.58476
C 0.11370 1.57389 5.32447
C -1.27375 2.15740 5.60987
N 0.08495 -2.03490 -0.08021
C 0.03643 -5.41839 1.51818
C -1.37713 -5.72336 2.02473
H -1.61268 -2.88869 -6.50741
H -2.30658 -1.38265 -5.89428
H -1.94593 -2.69808 -4.78124
H 0.13415 -1.08732 -6.36281
H 0.51618 -2.43274 -5.31620
H 0.07850 1.10030 -6.35622
H 0.42261 2.45209 -5.30305
H -2.37105 1.30803 -5.84477
H -1.73304 2.82507 -6.49067
H -2.03430 2.65051 -4.75665
H 0.01545 -3.19627 -3.28046
H 0.36854 -6.30115 -1.19275
H 0.68004 -5.23752 -2.54477
H -2.09316 -5.90266 -1.41570
H -1.42200 -6.49911 -2.93829
H -1.80309 -4.78322 -2.74270
H 0.04810 -3.22579 3.10740
H 0.22486 3.16642 3.13147
H -0.06751 3.17838 -3.25189
H 0.51920 6.25683 1.02812
H 0.84264 5.18342 2.36845
H -1.95066 5.93224 1.34827
H -1.19735 6.52896 2.83251
H -1.63516 4.82182 2.67800
H 0.58883 5.20390 -2.53341
H 0.35040 6.26583 -1.16677
H -1.90168 4.77763 -2.62855
H -1.51577 6.49239 -2.82603
H -2.12627 5.88753 -1.28096
H 0.38520 -1.14981 6.20342
H 0.65224 -2.50593 5.13457
H -2.08717 -1.31669 5.83212
H -1.44448 -2.85726 6.41469
H -1.83660 -2.64458 4.70309
H 0.81858 2.39060 5.14548
H 0.47919 1.04676 6.20785
H -1.65000 2.70283 4.74252
H -1.24760 2.84165 6.45934
H -1.98709 1.36253 5.83324
H 0.69245 -5.22816 2.37195
H 0.44404 -6.29647 1.01321
H -1.79955 -4.85631 2.53583
H -1.37476 -6.56332 2.72113
H -2.03932 -5.97090 1.19360
C 3.37590 -0.90081 1.41127
C 3.14282 0.36732 0.59801
C 4.47701 0.93305 0.10282
C 2.24926 0.12997 -0.61386
H 3.95468 -0.68358 2.31107
H 3.93791 -1.62923 0.81852
H 2.44412 -1.37110 1.72007
H 2.67731 1.12454 1.23811
H 4.96864 0.22304 -0.56773
H 5.14895 1.12062 0.94305
H 4.33803 1.87075 -0.43806
H 2.47870 -0.80049 -1.13829
H 2.26835 0.96616 -1.31252

=====

Entry 2:
16
Properties=species:S:1:pos:R:3 method="wB97M-V/def2-TZVPD" multiplicity=1 gap_ev=8.406 homo_ev=-7.72 lumo_ev=0.684 e_above_lowest_kcal_mol=82.3
C 0.21838 0.77410 2.35570
C -0.00917 0.04822 1.07005
C -0.40912 -1.29134 0.79850
C -0.60100 -1.50576 -0.68826
C -0.16412 -0.27040 -1.16833
C -0.05180 0.19934 -2.58683
N 0.13125 0.60909 -0.13477
H -0.56093 1.52245 2.54472
H 0.20509 0.06472 3.18711
H 1.18683 1.28827 2.37100
H -0.78714 -1.96305 1.56479
H 0.46862 -1.85033 0.24222
H 0.97010 0.50119 -2.85334
H -0.33795 -0.63071 -3.23569
H -0.71740 1.04463 -2.80692
H 0.46688 1.55655 -0.26881

=====

Entry 3:
9
Properties=species:S:1:pos:R:3 method="wB97M-V/def2-TZVPD" multiplicity=1 gap_ev=9.284 homo_ev=-9.00 lumo_ev=0.288 e_above_lowest_kcal_mol=102.2
N -0.93782 -0.23651 0.37689
N 1.65514 0.42195 -0.90391
O -2.25215 -0.72531 -0.14315
O 1.27196 0.75727 1.47401
S 0.57596 1.00549 0.21407
H -3.11272 -0.19974 0.21653
H -0.79090 -0.73057 1.14696
H 2.31390 -0.33794 -0.57806
H 1.27662 0.04535 -1.80334